A structure of composition C11H14BCrF3N6O3S. Source: the Open Molecules 2025 dataset; level of theory: ωB97M-V/def2-TZVPD.

```
40
Properties=species:S:1:pos:R:3:forces:R:3:mulliken_spin:R:1
H 1.27003 3.44192 0.75708 0.32 0.02 -0.02 -0.007
N 0.94217 1.79518 -0.52778 -1.35 1.04 0.18 -0.044
B -0.06082 0.41669 -2.56004 -0.75 -0.21 -0.30 -0.004
N 0.41861 1.69548 -1.80685 1.19 0.96 0.14 0.043
C 0.53502 2.89733 -2.40816 0.00 -0.15 1.39 0.011
Cr 2.26488 0.67281 0.54919 -2.93 -0.47 0.51 3.969
H 0.38142 2.97127 -3.47213 -0.37 0.18 0.11 0.002
C 0.94273 3.83507 -1.45117 -0.27 -0.24 -0.10 -0.006
H 1.08243 4.88424 -1.60947 -0.04 0.22 0.03 0.000
C 1.10603 3.11873 -0.26131 0.04 -0.72 -1.48 0.007
H 0.13113 0.56243 -3.73799 0.36 0.07 0.02 0.001
C -2.15546 -2.71058 3.41716 1.52 -0.11 -0.93 0.000
H -1.62430 -3.63021 3.69407 -0.14 0.20 -0.03 0.000
H -1.48876 -1.84941 3.58417 -0.37 -0.37 -0.08 0.000
H -2.41380 -2.77129 2.35074 0.03 0.07 0.31 0.000
N -1.62401 0.02454 -2.56584 -0.50 0.23 1.67 0.004
N 1.01449 -0.60690 -2.02647 1.60 -0.29 0.16 0.055
N -2.29802 -0.09265 -1.36358 1.15 -0.33 0.60 0.000
N 1.60869 -0.68248 -0.77529 -0.75 -1.70 -0.07 -0.063
C -2.52747 -0.24805 -3.56092 -0.98 -0.42 0.31 0.000
C 1.65331 -1.47475 -2.83430 -0.34 0.08 0.90 0.016
H -2.31701 -0.19431 -4.61952 0.33 0.04 0.14 0.000
H 1.48539 -1.41581 -3.90095 -0.20 -0.37 0.19 0.002
C -3.76280 -0.60068 -2.97513 2.08 0.50 -0.32 0.000
C 2.50490 -2.26196 -2.06599 0.20 -0.56 -0.21 -0.007
C -3.52834 -0.50786 -1.59347 0.05 0.21 -0.33 0.000
C 2.39689 -1.79540 -0.76038 -0.51 1.02 -1.02 0.004
H -4.67219 -0.88404 -3.44127 -0.40 -0.13 -0.51 0.000
H 3.10869 -3.07980 -2.42483 -0.07 0.01 0.07 0.000
H -4.25508 -0.74788 -0.79923 0.78 0.40 -0.34 0.000
H 2.76411 -2.19616 0.18278 0.20 0.26 -0.28 0.000
H -3.02743 -2.61788 4.00023 -1.08 0.15 0.70 0.000
F 1.47409 1.36852 5.99627 0.64 -1.07 -0.72 0.000
C 1.83898 0.45635 5.05130 -0.32 0.04 0.20 0.001
F 3.09934 0.74238 4.63140 -0.69 -0.05 0.26 0.001
F 1.86834 -0.78699 5.58509 -0.08 1.10 -0.19 0.000
S 0.60605 0.56663 3.64388 -0.30 -0.84 0.08 -0.013
O -0.67098 0.30024 4.28822 1.47 0.52 -0.82 0.000
O 0.87042 1.90507 3.11345 0.05 -0.46 -0.24 0.005
O 1.05839 -0.49979 2.69702 0.41 1.16 -0.01 0.021
```
Positions in Å, forces in eV/Å.

The value obtained for the LUMO energy (alpha / beta) is -0.0720 / -0.0694 hartree. The value obtained for the total energy is -2748.90876 a.u. The multiplicity is 5. As for the energy above the lowest of the compared OMol25 structures with the same formula, charge and spin: 122.7 kJ/mol.

A structure of composition C11H14BFeN7O. Source: the Open Molecules 2025 dataset; level of theory: ωB97M-V/def2-TZVPD.

```
35
Properties=species:S:1:pos:R:3:forces:R:3:mulliken_spin:R:1
H 2.00995 -2.86392 0.07491 -0.13 0.18 0.02 0.000
N 0.50100 -1.44174 -0.40730 -0.25 -2.50 -1.95 -0.006
B -1.48438 -0.23722 -1.49399 0.97 0.17 1.05 -0.049
N -0.51294 -1.45378 -1.38287 1.17 -0.41 0.78 0.010
C -0.44635 -2.58980 -2.10098 0.46 0.42 0.79 0.019
Fe 0.62784 0.16592 0.81890 2.58 -1.59 0.97 3.824
H -1.16392 -2.75513 -2.90087 0.30 -0.07 0.24 0.002
C 0.61154 -3.34847 -1.60027 -0.26 -0.11 -0.35 0.003
H 0.91761 -4.31401 -1.95662 0.08 -0.09 0.00 0.000
C 1.17207 -2.60513 -0.55776 -1.09 0.72 -0.53 0.016
H -2.31453 -0.34193 -2.35489 0.12 -0.02 0.12 0.000
C 0.92977 1.64803 1.97726 1.09 1.30 1.81 -0.016
H 1.80482 1.22612 2.50252 -0.23 0.87 0.40 0.021
H 0.12218 1.83758 2.69885 0.29 0.06 -0.09 0.008
H 1.20495 2.59734 1.49859 -0.04 -0.15 0.27 0.008
N -0.52708 0.97955 -1.68821 1.46 0.81 0.83 0.023
N -2.07674 -0.10711 -0.05517 0.38 0.27 1.70 0.030
N 0.51621 1.16546 -0.75910 -0.85 2.22 -4.10 -0.009
N -1.18000 -0.02627 1.03688 -5.59 -0.55 0.04 0.008
C -0.43295 1.92193 -2.64055 0.37 -0.23 0.60 0.015
C -3.33983 -0.08276 0.40942 0.88 -0.02 0.53 0.027
H -1.14794 1.91813 -3.45003 0.12 0.19 0.00 0.000
H -4.16934 -0.14497 -0.28326 0.06 0.04 0.20 0.002
C 0.66004 2.73509 -2.34617 -0.14 0.04 -0.34 0.006
C -3.28929 0.00780 1.80610 -0.08 -0.08 -0.45 0.002
C 1.23405 2.23174 -1.17927 -1.64 -1.14 -0.29 -0.015
C -1.93729 0.02873 2.15785 -0.19 0.00 -1.96 0.015
H 0.99903 3.58460 -2.89976 0.04 0.20 -0.22 0.001
H -4.11999 0.05447 2.47542 -0.30 -0.01 0.16 0.000
H 2.07137 2.58709 -0.60152 -0.03 -0.04 -0.04 -0.001
H -1.48098 0.11518 3.12946 0.07 -0.02 -0.05 -0.003
H 3.41780 -0.24623 1.14949 -0.59 -0.43 0.67 -0.005
O 4.22835 -0.82619 3.99303 -0.99 0.32 -1.63 0.005
C 3.65166 -0.71790 2.97421 0.07 -0.53 0.61 0.024
N 2.94331 -0.70217 1.95573 1.89 0.20 0.21 0.032
```
Positions in Å, forces in eV/Å.

The value obtained for the LUMO energy (alpha / beta) is 0.0164 / 0.0142 hartree. The value obtained for the total energy is -2174.65281 a.u. The multiplicity is 5.

A structure of composition C11H14BN7RuSe. Source: the Open Molecules 2025 dataset; level of theory: ωB97M-V/def2-TZVPD.

```
35
Properties=species:S:1:pos:R:3:forces:R:3:mulliken_spin:R:1
H 0.41630 -0.69957 4.10586 -0.20 -0.48 0.00 0.000
N 0.19829 -1.03009 2.00969 2.24 0.43 0.34 0.012
B 0.88978 -1.43386 -0.48823 -0.25 -1.49 -0.06 0.022
N 1.02952 -1.66905 1.05952 -1.06 0.15 0.80 -0.012
C 1.87242 -2.47117 1.74011 -0.25 0.91 -0.31 0.019
Ru -1.73340 -1.21024 1.91507 -0.13 -0.95 -1.47 1.989
H 2.54974 -3.13088 1.21948 0.07 0.14 -0.03 0.000
C 1.73334 -2.24843 3.10453 -0.08 0.35 0.54 -0.003
H 2.29213 -2.71454 3.89858 0.10 0.05 -0.07 0.000
C 0.74363 -1.28460 3.25458 0.05 -0.60 -1.47 0.032
H 1.35803 -2.44874 -0.96728 0.04 0.55 -0.10 -0.002
C -1.46924 4.93132 -1.03906 -0.39 -1.41 -0.18 0.000
H -2.53507 4.81346 -0.82024 0.20 0.02 -0.07 0.000
H -0.88935 4.30053 -0.35765 -0.08 0.10 -0.08 0.000
H -1.27495 4.62114 -2.07091 -0.06 0.08 0.19 0.000
N 1.71727 -0.23075 -1.21486 1.50 -0.73 -1.34 -0.017
N -0.65469 -1.51135 -0.80617 -1.26 -0.33 0.82 -0.001
N 1.60404 1.13943 -0.97298 0.05 0.29 -0.20 0.372
N -1.67961 -0.94565 -0.00123 0.83 0.18 -3.77 0.070
C 2.66884 -0.39873 -2.19218 -2.32 -1.78 2.19 0.324
C -1.26184 -2.17945 -1.81209 0.24 0.76 0.30 -0.019
H 2.97900 -1.35802 -2.58038 -0.20 -0.15 0.22 0.006
H -0.69539 -2.80933 -2.48903 -0.04 0.31 0.03 -0.001
C 3.14279 0.85127 -2.59551 -0.12 2.22 0.29 0.332
C -2.62462 -1.90540 -1.80128 -0.38 0.34 -0.01 0.005
C 2.42837 1.77502 -1.80485 0.18 -0.57 -0.28 -0.030
C -2.85700 -1.05988 -0.71505 1.53 -0.76 0.30 -0.012
H 3.89363 1.07609 -3.33194 0.09 -0.12 -0.12 0.007
H -3.35987 -2.26632 -2.50751 0.15 0.16 0.04 -0.001
H 2.52305 2.84884 -1.86447 -0.22 -0.03 0.34 0.003
H -3.73824 -0.49309 -0.41341 0.14 -0.52 0.08 -0.003
H -1.19341 5.93992 -0.91046 0.34 1.19 0.14 0.000
Se -2.92662 2.46131 4.46547 -0.06 -0.21 0.08 0.742
C -2.67918 0.89461 3.77439 -0.04 -1.24 -0.94 -0.115
N -2.46770 -0.15378 3.20946 -0.59 3.17 3.81 0.283
```
Positions in Å, forces in eV/Å.

Its net charge is +2. The value obtained for the LUMO energy (alpha / beta) is -0.2975 / -0.3746 hartree. The value obtained for the total energy is -3331.25724 a.u. The multiplicity is 5. As for the energy above the lowest of the compared OMol25 structures with the same formula, charge and spin: 283.4 kJ/mol.

Question: What is the multiplicity in the third record?
Answer: 5

Question: multiplicity of number 3 (C11H14BN7RuSe)?
Answer: 5